[1]
An isolated molecule of C3H5I, computed with the ωB97M-V functional and the def2-TZVPD basis.

```
9
Properties=species:S:1:pos:R:3:nbo_charge:R:1
C 0.1591 1.4196 -0.3322 -0.44
C -0.3830 0.2508 -0.0185 -0.09
C 0.2629 -1.0852 0.3034 -0.68
I -2.5067 -0.0779 0.2582 0.08
H -0.3730 2.3413 -0.6098 0.22
H 1.2759 1.5858 -0.5280 0.22
H 0.0233 -1.9538 -0.3840 0.24
H 1.3829 -1.0197 0.0277 0.22
H 0.1586 -1.4608 1.2834 0.23
```

Kohn-Sham gap = 9.775 eV
SMILES string = C=C(C)I
ΔE to the lowest compared entry with this formula, charge and spin = 0.520 eV
LUMO = 0.56 eV
charge = 0
multiplicity = 1
HOMO energy = -9.21 eV



[2]
A cluster of 2 separate species, C3H5I2N in total, computed with the ωB97M-V functional and the def2-TZVPD basis.

```
11
Properties=species:S:1:pos:R:3:nbo_charge:R:1
C 0.0524 -1.0746 0.2108 -0.48
C -0.2328 -1.2127 -1.2811 -0.46
C 0.8082 -0.3571 -0.7824 -0.12
N -0.0424 2.5985 0.7211 -0.72
I -1.9057 1.9664 1.3025 0.36
I 1.3095 2.5612 2.2249 0.36
H -0.7923 -0.4812 0.8980 0.18
H 0.3438 -1.7582 0.9602 0.23
H 0.0941 -2.1380 -1.6282 0.22
H -1.0350 -0.6333 -1.6969 0.22
H 1.4002 0.5290 -0.9290 0.21
```

Kohn-Sham gap (alpha / beta) = 8.164 / 6.159 eV
ΔE to the lowest compared entry with this formula, charge and spin = 5.454 eV
LUMO (alpha / beta) = -1.05 / -1.65 eV
charge = 0
multiplicity = 1
HOMO energy (alpha / beta) = -9.21 / -7.81 eV



[3]
A structure of composition C3H5IN3P, computed with the ωB97M-V functional and the def2-TZVPD basis.

```
13
Properties=species:S:1:pos:R:3:nbo_charge:R:1
C -0.7327 0.7439 -0.0716 0.30
C 1.3161 0.5371 0.1158 0.18
C -1.9844 1.5384 -0.1582 -0.64
N -0.5142 -0.5620 -0.1460 -0.33
N 0.8277 -0.7188 -0.0211 -0.37
N 0.3730 1.5028 0.0981 -0.51
P 1.9495 -2.7226 -0.0849 0.57
I 3.3801 0.6987 0.3108 0.16
H -1.6734 2.5763 -0.0178 0.24
H -2.4507 1.4305 -1.1329 0.22
H -2.6960 1.2689 0.6165 0.22
H 0.7869 -3.2486 -0.6895 -0.01
H 1.4181 -3.0446 1.1808 -0.02
```

Kohn-Sham gap = 7.223 eV
ΔE to the lowest compared entry with this formula, charge and spin = 0.887 eV
LUMO = -1.59 eV
charge = 0
multiplicity = 1
HOMO energy = -8.81 eV



[4]
An isolated molecule of C3H5IN4, computed with the ωB97M-V functional and the def2-TZVPD basis.

```
13
Properties=species:S:1:pos:R:3:nbo_charge:R:1
C 0.0227 -1.2141 -1.3967 -0.61
C 0.5580 0.1023 -0.8367 -0.24
N -0.2092 0.5467 0.3052 -0.21
N -1.1226 1.4977 0.2815 -0.02
N -1.4711 1.9117 1.4583 -0.09
N -0.7955 1.2771 2.4101 -0.32
C 0.0312 0.4529 1.9162 0.13
I 1.5185 -0.6587 2.8370 0.25
H 0.5599 -1.4405 -2.2820 0.22
H -1.0241 -1.1189 -1.8336 0.22
H 0.0774 -2.1057 -0.6364 0.22
H 0.2658 0.8548 -1.5911 0.24
H 1.5889 -0.1055 -0.6317 0.23
```

Kohn-Sham gap = 9.621 eV
SMILES string = CCn1nnnc1I
ΔE to the lowest compared entry with this formula, charge and spin = 1.675 eV
LUMO = -0.06 eV
charge = 0
multiplicity = 1
HOMO energy = -9.68 eV



Calculated max |F|, 4.30; 4.94; 3.63; 6.65 eV Å⁻¹ (same order as the records).
Calculated E_tot, -11291.508; -20876.785; -25049.377; -17250.138 eV (same order as the records).